Record 1
{
  "formula": "C19H37CaO11S3",
  "method": "ωB97M-V/def2-TZVPD",
  "total_charge": -1,
  "orbital_gap_ha": 0.1188,
  "lumo_ev": -1.07,
  "species": ["Ca", "C", "C", "O", "O", "H", "H", "H", "C", "C", "O", "O", "H", "H", "H", "C", "C", "C", "O", "H", "H", "H", "H", "H", "H", "H", "C", "C", "C", "S", "O", "O", "C", "H", "H", "H", "H", "H", "H", "H", "H", "C", "C", "C", "S", "O", "O", "C", "H", "H", "H", "H", "H", "H", "H", "H", "C", "C", "C", "S", "O", "O", "C", "H", "H", "H", "H", "H", "H", "H", "H"],
  "positions_angstrom": [[0.683, 0.209, -1.223], [0.597, 7.036, -0.737], [1.155, 5.673, -0.839], [2.340, 5.474, -1.318], [0.412, 4.780, -0.563], [-0.252, 7.025, -1.421], [1.166, 7.880, -1.126], [0.427, 7.479, 0.245], [-0.062, 0.062, -7.671], [0.243, 0.056, -6.216], [-0.001, -0.886, -5.442], [0.831, 1.017, -5.714], [0.216, -0.820, -8.249], [0.266, 0.966, -8.184], [-1.144, 0.156, -7.761], [7.360, -1.072, 0.214], [6.306, -1.448, -0.863], [5.781, -2.826, -0.444], [5.201, -0.484, -1.071], [7.791, -0.135, -0.137], [8.254, -1.696, 0.185], [6.862, -1.043, 1.183], [6.838, -1.456, -1.815], [4.926, -3.117, -1.054], [5.532, -2.895, 0.615], [6.500, -3.610, -0.681], [-0.388, -7.026, 3.545], [0.713, -7.261, 2.573], [0.205, -6.966, 1.149], [-0.938, -5.623, 1.262], [-2.289, -5.963, 0.656], [-0.225, -4.440, 0.748], [-0.952, -5.636, 3.068], [-0.156, -6.972, 4.609], [-1.144, -7.811, 3.513], [1.303, -8.152, 2.789], [1.346, -6.432, 2.890], [-0.381, -7.774, 0.712], [0.934, -6.817, 0.352], [-1.980, -5.530, 3.415], [-0.280, -4.939, 3.569], [-6.580, 2.388, -4.314], [-7.472, 1.179, -4.200], [-6.575, 0.246, -3.333], [-5.673, 1.313, -2.067], [-4.252, 0.943, -1.965], [-6.560, 1.493, -0.884], [-5.744, 2.807, -3.129], [-7.186, 3.260, -4.558], [-5.981, 2.232, -5.211], [-7.671, 0.972, -5.252], [-8.321, 1.565, -3.636], [-5.897, -0.026, -4.142], [-7.030, -0.631, -2.871], [-4.711, 2.993, -3.424], [-6.353, 3.546, -2.608], [0.567, 4.137, 5.204], [2.031, 4.181, 5.716], [2.820, 3.004, 4.949], [1.621, 1.590, 4.714], [1.781, 0.645, 5.813], [1.623, 1.159, 3.345], [0.179, 2.699, 5.036], [0.769, 4.630, 4.253], [-0.031, 4.732, 5.894], [2.043, 4.144, 6.805], [2.569, 5.112, 5.534], [3.782, 2.679, 5.346], [3.170, 3.296, 3.958], [-0.291, 2.274, 5.924], [-0.623, 2.454, 4.340]],
  "forces_ev_per_angstrom": [[1.0, 0.5, -1.0], [-0.1, 2.7, -0.7], [5.7, 0.6, -2.2], [-1.4, 1.2, 0.8], [-3.7, -3.7, 1.7], [-0.7, 0.1, 0.6], [0.9, -0.5, -0.5], [-0.8, -0.9, 0.4], [-1.2, 0.3, -1.3], [1.7, 0.2, 2.4], [-1.8, -2.9, -0.2], [0.8, 2.9, -0.6], [0.2, -0.1, 0.3], [0.6, -0.1, 0.3], [-0.3, -0.3, 0.0], [-0.4, 0.9, -1.3], [-1.9, 1.3, 0.5], [-0.2, -0.4, -1.2], [1.8, -1.7, 1.0], [-0.3, 0.6, 0.7], [-0.3, -0.8, 0.2], [0.4, 0.3, 0.1], [0.0, -0.5, -0.3], [-0.3, 0.2, 0.1], [-0.1, 0.2, 0.0], [0.5, 0.0, 0.2], [-2.3, 0.1, -0.5], [1.3, 1.0, 0.4], [0.0, -1.9, -0.4], [-1.4, 1.1, -1.9], [3.6, 0.7, 2.1], [-1.1, -0.9, 0.8], [-0.8, -1.2, 1.4], [0.6, 0.2, -0.2], [-0.3, 0.0, -0.3], [-0.3, -0.2, -0.7], [0.9, 0.0, -0.7], [-0.2, -0.4, 0.5], [0.3, 0.7, 0.5], [0.1, 0.4, -0.1], [-0.2, 0.6, -0.8], [0.3, 1.7, -2.0], [0.4, 1.2, 2.5], [-0.3, 0.1, -1.1], [-0.7, 0.4, -0.1], [-1.8, -0.1, 0.4], [1.8, -0.6, -2.0], [-0.6, -1.4, 0.5], [-0.1, 0.0, -0.3], [0.5, 0.1, 0.2], [-0.4, -1.1, 0.5], [-0.6, -0.7, -0.2], [0.9, -0.6, 0.8], [0.1, 0.2, 0.1], [-0.2, 0.6, 0.4], [0.9, 0.3, 0.4], [2.4, 0.7, -0.5], [1.1, -1.5, 0.0], [-0.4, 0.3, 0.3], [0.8, 2.3, 1.6], [-0.4, 0.5, -1.0], [-0.1, -0.4, -0.2], [-1.3, -1.6, 0.5], [-1.3, 0.1, -0.3], [-0.4, -0.2, -0.4], [0.3, -0.9, 0.1], [-0.4, 0.1, -0.5], [-0.4, -0.3, 0.8], [-0.8, 0.3, -0.3], [0.5, 0.1, 0.6], [0.4, 0.4, -0.8]],
  "lowdin_charge": [1.58, -0.07, -0.86, -0.14, -0.08, 0.07, 0.05, 0.06, -0.05, -0.86, -0.13, -0.09, 0.07, 0.07, 0.06, -0.11, -0.57, -0.12, -0.33, 0.06, 0.06, 0.07, 0.10, 0.05, 0.06, 0.06, -0.23, -0.23, -0.23, 0.73, -0.36, -0.37, -0.22, 0.12, 0.11, 0.12, 0.12, 0.10, 0.11, 0.10, 0.11, -0.29, -0.21, -0.19, 0.75, -0.37, -0.36, -0.20, 0.11, 0.12, 0.12, 0.11, 0.10, 0.10, 0.11, 0.11, -0.22, -0.19, -0.18, 0.69, -0.35, -0.35, -0.24, 0.12, 0.12, 0.10, 0.10, 0.09, 0.10, 0.09, 0.10]
}



Record 2
{
  "formula": "C19H37N3O8P5S",
  "method": "ωB97M-V/def2-TZVPD",
  "total_charge": 1,
  "orbital_gap_ha": 0.3258,
  "lumo_ev": -2.91,
  "species": ["C", "C", "C", "O", "O", "C", "C", "C", "C", "C", "C", "C", "N", "C", "P", "P", "O", "O", "O", "P", "C", "O", "C", "P", "S", "C", "P", "N", "O", "O", "H", "H", "H", "H", "H", "H", "H", "H", "H", "H", "H", "H", "H", "H", "H", "H", "H", "H", "H", "H", "H", "H", "H", "H", "H", "H", "H", "H", "H", "H", "H", "H", "N", "C", "C", "C", "C", "C", "H", "H", "H", "H", "H"],
  "positions_angstrom": [[-0.600, 3.503, 1.830], [-1.925, 3.445, 1.724], [-2.547, 3.242, 0.374], [-1.995, 3.669, -0.638], [-3.747, 2.615, 0.278], [-4.016, 1.662, 1.301], [-3.224, 0.393, 1.069], [-3.672, -0.318, -0.224], [-2.567, -0.784, -1.177], [-1.448, 0.223, -1.490], [-0.051, -0.399, -1.324], [0.650, 0.126, -0.085], [1.464, -0.899, 0.623], [2.210, -0.160, 1.691], [1.230, 0.653, 3.067], [-0.423, -0.695, 3.536], [-0.068, -1.525, 4.672], [-0.777, -1.641, 2.275], [-1.695, 0.211, 3.817], [3.660, -1.149, 2.436], [3.172, -1.636, 4.120], [3.598, -2.561, 1.589], [2.799, 0.966, 0.794], [3.648, 2.318, 1.745], [2.843, 4.074, 1.586], [1.619, 1.346, -0.122], [2.112, 1.963, -1.770], [3.126, 0.963, -2.379], [2.689, 3.405, -1.527], [0.799, 2.220, -2.640], [-0.118, 3.806, 2.741], [-0.008, 3.252, 0.967], [-2.570, 3.536, 2.582], [-3.891, 2.059, 2.302], [-5.061, 1.396, 1.214], [-3.438, -0.242, 1.923], [-2.153, 0.611, 1.101], [-4.415, 0.279, -0.733], [-4.192, -1.211, 0.106], [-2.200, -1.745, -0.829], [-3.044, -0.981, -2.128], [-1.518, 0.493, -2.533], [-1.516, 1.142, -0.918], [-0.121, -1.481, -1.248], [0.552, -0.224, -2.202], [-0.142, 0.446, 0.588], [2.203, -1.117, -0.061], [1.023, -1.790, 0.849], [0.587, 1.750, 2.442], [-1.039, -1.122, 1.504], [-1.662, 1.033, 3.309], [4.058, -2.030, 4.603], [2.423, -2.424, 4.131], [2.826, -0.797, 4.707], [2.876, -3.103, 1.935], [3.559, 0.508, 0.156], [4.984, 2.244, 1.328], [3.672, 1.928, 3.092], [1.064, 2.173, 0.322], [2.858, 0.623, -3.291], [1.966, 4.048, -1.490], [0.691, 1.535, -3.303], [-1.530, -2.533, -3.897], [-0.694, -2.280, -4.904], [0.246, -3.186, -5.371], [0.326, -4.425, -4.757], [-0.535, -4.707, -3.708], [-1.440, -3.731, -3.321], [-0.790, -1.299, -5.358], [0.896, -2.927, -6.195], [1.045, -5.161, -5.092], [-0.509, -5.662, -3.204], [-2.137, -3.913, -2.509]],
  "forces_ev_per_angstrom": [[-0.9, 0.0, -0.1], [0.0, -0.4, -0.2], [0.8, 0.7, -1.9], [-1.0, -0.9, 1.8], [0.8, 0.5, 0.3], [-0.3, -0.5, 0.0], [-0.5, -0.2, 0.0], [0.4, -0.2, 0.5], [-0.6, 0.7, 0.0], [0.4, -0.8, -0.2], [0.3, 0.1, 0.0], [-0.4, 0.6, -0.1], [1.0, 0.1, -0.9], [-0.2, 0.1, 0.6], [0.1, 0.2, 0.4], [-0.2, -0.6, 0.5], [0.3, -0.3, 0.1], [0.3, 0.3, -0.2], [0.3, 0.3, -0.3], [1.2, 0.5, 0.1], [-0.2, -0.4, -0.4], [-0.7, 0.3, 0.2], [-0.1, -0.4, 0.0], [-0.2, 1.2, -0.2], [-0.1, -0.1, 0.1], [-0.6, 0.9, 0.0], [1.2, -1.4, -0.9], [-0.6, -0.2, 0.6], [-0.5, 0.0, -0.1], [-0.3, 0.4, 0.7], [0.2, -0.1, 0.2], [0.1, 0.6, 0.0], [-0.1, 0.4, 0.2], [0.1, 0.2, 0.1], [-0.3, 0.2, -0.1], [0.1, -0.2, 0.2], [0.1, 0.1, -0.2], [0.0, 0.3, -0.3], [-0.3, -0.2, -0.1], [0.4, -0.1, 0.1], [-0.1, -0.4, -0.2], [-0.3, 0.3, -0.2], [-0.1, 0.2, 0.0], [-0.2, -0.3, 0.0], [0.3, -0.1, -0.2], [0.0, -0.2, 0.4], [-0.1, -0.5, 0.0], [-0.4, 0.2, 0.4], [0.0, -0.5, -0.3], [-0.5, -0.1, -0.1], [-0.3, 0.2, 0.0], [0.3, 0.0, 0.0], [-0.3, 0.0, 0.1], [-0.1, 0.2, 0.1], [0.1, -0.5, -0.1], [0.3, 0.0, 0.0], [0.0, -0.3, 0.0], [0.2, -0.5, -0.2], [0.3, 0.0, 0.1], [0.5, 0.0, -0.3], [0.2, 0.4, 0.2], [-0.2, -0.1, -0.3], [0.1, 0.1, 0.1], [0.0, 0.1, 0.0], [0.0, 0.0, 0.0], [0.0, 0.0, 0.0], [0.0, 0.0, 0.0], [-0.1, 0.0, 0.1], [0.0, 0.0, -0.1], [0.0, 0.0, 0.0], [0.0, 0.0, 0.0], [0.0, 0.0, 0.0], [0.0, -0.1, 0.0]],
  "lowdin_charge": [-0.01, -0.05, -0.46, 0.11, 0.03, -0.18, -0.18, -0.16, -0.18, -0.15, -0.14, -0.26, 0.07, -0.74, 0.95, 0.27, -0.27, -0.15, -0.13, 0.91, -0.28, -0.29, -0.52, 0.39, 0.24, -0.31, 0.47, -0.13, -0.14, -0.11, 0.07, 0.02, 0.11, 0.11, 0.14, 0.11, 0.07, 0.12, 0.12, 0.10, 0.10, 0.11, 0.09, 0.11, 0.08, 0.10, 0.18, 0.16, -0.09, 0.03, 0.04, 0.05, 0.04, 0.02, 0.06, 0.09, 0.00, -0.04, 0.04, -0.01, 0.09, 0.08, 0.05, -0.16, -0.06, -0.07, -0.07, -0.16, 0.10, 0.11, 0.11, 0.11, 0.10]
}